No. 1
Below is 4 unconnected molecules or ions with the total composition C24H54F6N4O10P2S, with properties calculated with ωB97M-V/def2-TZVPD.

Computed properties:
HOMO-LUMO gap (eV): 8.54
HOMO level (hartree): -0.324
DFT total energy (eV): -97909.0059
Total charge: 0
SMILES: N=[PH2][C@@H]1COS(=O)(=O)[C@@]([PH2]=O)(C(F)(F)F)[C@H]1C(F)(F)F.COCCNCCOC.COCCNCCOC.COCCNCCOC
Spin multiplicity: 1

Structure (XYZ):
```
101
Properties=species:S:1:pos:R:3:forces:R:3:lowdin_charge:R:1
C 9.187114 4.821728 -0.405842 -0.1 0.2 -0.5 -0.2074
H 4.838111 5.016015 1.359563 -0.1 -0.1 0.0 0.1229
H 9.193955 9.491954 0.146064 0.1 -0.1 0.0 0.0885
C 9.413375 8.436837 -0.032225 0.2 0.3 -0.1 -0.0999
F -9.318017 -7.522460 0.393815 -0.2 2.1 -1.3 0.1118
H 3.570934 5.678886 3.138030 0.0 -0.1 0.0 0.0876
C -6.882325 -8.596463 -1.994483 2.4 0.1 1.3 -0.2272
H 6.485728 5.588006 -3.091088 0.1 0.0 -0.1 0.0874
H 9.601152 3.836288 -0.168885 0.0 0.1 0.0 0.1236
C -6.876393 -4.619703 -1.125630 0.9 1.4 0.0 -0.4244
O 10.821411 8.269364 0.030580 -0.2 -0.4 0.2 -0.1792
N -3.654840 -1.137466 2.297041 -0.1 -0.1 0.3 -0.0514
H 1.920679 2.823038 -2.048188 0.0 0.1 0.2 0.1093
H 8.888333 7.845223 0.722318 0.0 -0.1 -0.1 0.0886
O -0.779059 -1.274649 3.095056 -0.1 0.4 -0.2 -0.1985
H 3.108418 4.380920 -1.083789 0.1 0.2 -0.1 0.1049
H 11.867983 5.056270 -0.272885 -0.1 0.0 0.1 0.1165
H 4.845789 4.027416 -0.981818 0.0 0.0 0.0 0.1066
H 11.984977 6.363262 -1.438612 0.0 0.0 0.1 0.1177
C 11.351213 5.944166 -0.651224 -0.2 0.2 -0.2 -0.1970
N 3.652095 2.838991 0.266961 0.1 0.1 -0.3 -0.0490
C 7.815947 4.645749 -1.052280 0.1 0.0 0.6 -0.2137
O -8.243087 -9.074436 -1.822077 -0.6 2.8 -1.0 -0.2049
C 2.748477 5.213441 2.586515 -0.2 0.1 -0.2 -0.1150
H 4.063307 1.603627 -1.373147 0.0 0.1 0.0 0.1165
H 9.046118 8.193242 -1.031627 -0.2 -0.1 0.1 0.0696
H 0.693864 4.000214 -0.639460 0.1 0.0 0.1 0.0895
H -6.558113 -8.478101 -3.074302 -0.9 0.0 1.1 0.1307
H 0.569127 -1.178820 1.565170 -0.1 0.0 0.1 0.0900
H 3.186155 0.855414 -0.049310 0.0 0.0 -0.1 0.1154
C -2.386499 -3.995085 1.415462 0.0 -0.1 -0.4 -0.0894
O 2.809455 5.546739 1.209139 0.2 -0.2 0.4 -0.1962
H -6.819936 -7.388341 -0.034739 0.4 0.1 -1.6 0.1372
C -0.274262 -0.604180 1.949861 0.1 -0.2 0.1 -0.1106
O -8.813689 -7.690810 -3.962644 0.5 -0.2 4.3 -0.3025
H -5.624889 -1.693674 2.738702 0.1 -0.1 0.1 0.1192
H -4.281781 -7.412027 -2.548675 -0.7 0.8 0.1 0.0223
H 7.942035 6.616612 -2.924968 0.0 -0.1 -0.2 0.0781
C -3.137051 -1.227223 3.662075 0.3 0.2 -0.4 -0.2099
H -3.004817 -2.271120 3.967305 0.1 0.0 0.2 0.1024
H -5.171106 -1.755698 1.043973 -0.1 -0.1 0.0 0.1185
H -1.909429 -4.830810 0.897532 -0.1 0.0 0.0 0.0854
N 10.104645 5.528608 -1.299068 0.0 -0.1 0.3 -0.0538
C 6.979701 6.350268 -2.480751 -0.1 0.1 0.2 -0.1103
F -6.379822 -4.763789 0.187055 -1.1 0.1 -2.8 0.0623
H 2.906624 2.971031 0.940412 0.1 0.0 0.0 0.0661
F -7.794184 -3.579162 -1.077591 1.3 -2.0 -0.1 0.0979
H -2.183922 -4.094240 2.484777 0.0 0.1 0.0 0.0924
C 3.921859 4.112621 -0.400567 -0.1 0.0 0.5 -0.2051
O 7.143186 5.902064 -1.144289 0.0 -0.1 -0.4 -0.2138
H -1.834764 0.507695 3.443986 0.0 -0.1 -0.2 0.1213
H -4.282830 -3.832551 3.133300 0.2 0.1 0.0 0.1138
S -9.202429 -7.908936 -2.517938 -3.4 -1.8 -5.8 0.7509
H -4.259464 -5.738952 -0.825714 -0.6 -0.2 -1.0 0.0193
F -9.309452 -5.292310 0.586843 -0.1 -1.8 -1.7 0.1192
H -0.648367 3.166463 0.160916 0.1 -0.1 -0.1 0.0891
H -3.846631 -0.754935 4.349331 0.0 0.0 -0.1 0.1221
C 1.931031 1.938467 -1.402621 0.1 -0.5 -0.1 -0.2200
H 7.890899 4.145706 -2.023617 0.1 0.2 0.0 0.1243
H 0.079745 0.398321 2.207851 0.0 0.0 -0.1 0.0831
F -11.003515 -6.315396 -0.453763 2.5 0.1 0.3 0.0575
F -5.814030 -4.156724 -1.938438 -1.8 -0.8 1.8 0.0649
O -10.625310 -8.347391 -2.512360 3.4 1.0 1.9 -0.2829
H -2.924632 -1.408242 1.648814 0.0 0.1 0.1 0.0676
N -4.028227 -8.096078 -0.190405 -0.4 1.5 -0.8 -0.3286
H 0.900398 3.273084 0.988678 0.0 0.3 0.0 0.0685
H -10.304683 -3.893218 -2.089529 -0.3 -0.9 0.2 0.0470
C -4.822321 -1.988467 2.054984 0.3 0.0 -0.3 -0.1912
O 0.782586 1.906585 -0.562624 0.2 0.3 -0.2 -0.1897
O -3.775545 -4.035796 1.120159 0.0 0.0 0.4 -0.2143
H 6.349873 7.240732 -2.464692 0.0 -0.1 0.1 0.0897
H 7.205899 4.010613 -0.401330 0.0 0.0 0.0 0.1128
H 4.389544 6.145081 0.078992 0.1 -0.1 0.0 0.1179
H -1.033867 -0.540844 1.166756 0.0 0.2 -0.1 0.0788
H 2.771191 4.129796 2.728823 0.1 0.0 0.2 0.0765
C -4.616410 -3.506228 2.142556 -0.4 0.1 -0.1 -0.2199
H -3.472969 -7.514627 0.462362 -0.4 -0.7 -0.3 -0.0560
C -8.954403 -6.215132 -1.723473 0.2 -1.1 1.7 -0.3546
C -6.594059 -7.246645 -1.146581 -0.3 0.5 -0.7 -0.3141
C 4.071057 5.244240 0.612181 -0.1 0.2 -0.6 -0.2067
C -1.783919 -0.532009 3.783892 -0.1 -0.5 0.4 -0.2113
C 11.247303 6.985070 0.471412 0.5 0.0 -0.1 -0.2225
H 9.642982 6.355610 -1.658965 0.0 -0.1 0.0 0.0665
H 1.807127 5.593402 2.985592 0.0 0.0 -0.1 0.0885
P -4.692680 -7.041494 -1.230411 1.1 -2.0 2.7 0.7822
H -1.942487 -3.076384 1.026631 0.2 0.0 0.2 0.0735
H -6.200459 -9.399210 -1.545751 -1.1 1.0 -0.5 0.1422
H 1.828679 1.078483 -2.072350 0.0 0.0 0.1 0.1195
O -8.971894 -4.594756 -3.982192 -2.0 -0.8 2.4 -0.4384
H -11.061397 -5.747051 -3.414626 0.2 0.2 0.9 0.0543
H -5.592440 -3.970715 1.989199 0.1 0.1 0.1 0.0981
H 9.046350 5.370705 0.531790 -0.1 -0.1 0.2 0.1031
C -9.595963 -6.337855 -0.278203 -1.8 0.0 1.1 -0.4707
H 10.641452 6.638960 1.315664 -0.2 0.0 -0.1 0.1086
H 12.257111 7.131048 0.868082 0.0 0.0 0.0 0.1196
C 3.257419 1.767309 -0.650302 -0.2 0.1 0.3 -0.1961
H -7.079994 -5.949240 -2.868986 -0.7 0.4 1.4 0.1635
C -7.383074 -5.964883 -1.763560 0.4 -1.0 -0.4 -0.1764
C 0.433297 3.159008 0.007878 -0.3 -0.3 0.1 -0.0977
H -1.495341 -0.519306 4.839892 0.0 0.0 0.0 0.1196
P -9.948932 -5.030745 -2.875373 3.2 1.2 -3.2 0.8277
```
Forces are in eV/Å.



No. 2
Below is a molecular structure, C17H10N3OPtS4Sb, with properties calculated with ωB97M-V/def2-TZVPD.

Computed properties:
HOMO-LUMO gap (spin up / spin down) (eV): 3.27 / 3.27
HOMO level (spin up / spin down) (hartree): -0.002 / -0.002
DFT total energy (eV): -77437.1075
Total charge: -2
Spin multiplicity: 1

Structure (XYZ):
```
37
Properties=species:S:1:pos:R:3:forces:R:3:lowdin_charge:R:1
H -3.755245 -1.834180 -3.249295 0.0 0.0 -0.1 0.0975
H -0.691642 -5.274633 -0.287540 0.0 -0.1 0.0 0.1003
H 1.475607 -2.169416 1.723582 -0.2 0.1 0.0 0.0485
S 0.488376 0.126571 2.459248 0.4 -0.1 -1.0 -0.1176
C -4.021830 -6.104364 -2.827271 1.1 1.7 0.7 -0.2412
C -1.912236 -5.001896 -2.469087 0.1 0.8 0.1 -0.0292
C -2.912574 0.202279 -3.046937 -0.5 -0.5 -0.4 -0.0937
H -2.107747 -6.879528 -3.459740 0.0 0.0 0.1 0.1130
H -1.490372 1.649721 -2.149035 0.0 0.0 0.1 0.0903
C -2.621290 -6.070234 -2.954555 -0.7 -0.4 -0.2 -0.0265
S -4.422441 -2.068466 1.622766 -0.3 0.2 -0.5 -0.4626
C -2.552371 -3.911328 -1.857165 -0.8 -1.3 -0.6 -0.1490
C 0.693433 -4.094772 0.957241 -0.3 -0.9 -0.7 -0.0838
C -0.719981 -3.063195 -0.456388 -1.1 0.4 -0.8 -0.3170
H -5.749536 -5.015295 -2.154461 0.0 0.0 0.1 0.1205
H -0.839732 -4.961631 -2.598878 0.0 0.0 0.0 0.1193
Sb -2.304900 -2.362207 2.508311 -0.1 -0.8 0.6 0.0512
C -1.786824 -2.793996 -1.346813 1.2 1.1 1.1 -0.0298
N -5.348951 -8.132063 -3.628632 0.3 0.5 0.2 0.1336
C -4.671694 -5.003555 -2.238276 -0.1 -0.9 -0.4 -0.0031
C -0.291291 -4.322221 0.005211 0.4 -0.4 0.7 -0.0419
C -3.063564 -1.155490 -2.785103 -0.1 0.3 -0.3 -0.0311
N -1.427410 -0.359654 -1.458540 -0.2 0.7 -0.5 -0.1264
H 1.247434 -4.830242 1.515600 -0.1 0.0 0.1 0.0945
C -1.901294 0.655279 -2.217277 0.5 -0.7 0.7 -0.1602
C -2.129251 -1.491329 -1.788517 0.1 -0.4 -0.2 -0.2576
H -3.457294 0.796705 -3.759989 -0.1 0.0 0.0 0.0822
C 0.828407 -2.721499 1.062488 -0.3 0.9 -0.9 -0.2328
C -0.216840 1.726116 0.214100 0.9 1.8 0.6 -0.4564
N -0.010973 -2.088296 0.210888 1.5 -1.4 0.8 -0.2247
Pt -0.268711 -0.135073 0.191935 0.1 1.5 0.7 0.9072
H -4.458043 -3.125132 -1.264237 0.0 0.2 0.2 0.0811
C -3.954293 -3.934646 -1.769375 0.6 0.4 0.3 -0.0126
O -0.021697 2.858899 0.301605 -0.6 -1.5 -0.4 0.0636
S -2.616556 -3.180464 4.673160 0.1 0.1 0.0 -0.5538
C -4.751960 -7.208315 -3.270462 -1.1 -1.7 -0.7 -0.2144
S -1.493795 0.124373 2.908145 -0.9 0.5 0.6 -0.2371
```
Forces are in eV/Å.



No. 3
Below is 2 unconnected molecules or ions with the total composition C2H4Cl4, with properties calculated with ωB97M-V/def2-TZVPD.

Computed properties:
HOMO-LUMO gap (eV): 11.44
HOMO level (hartree): -0.397
DFT total energy (eV): -52228.5459
ΔE to the lowest compared entry with this formula, charge and spin (kJ/mol): 3.6
Total charge: 0
SMILES: ClCCl.ClCCl
Spin multiplicity: 1

Structure (XYZ):
```
10
Properties=species:S:1:pos:R:3:forces:R:3:lowdin_charge:R:1
C -0.110330 -1.835891 -1.491191 0.0 0.2 0.6 -0.9718
H 0.430015 -1.909916 -2.425299 0.1 0.2 0.0 0.0275
Cl -1.180778 -0.418448 -1.496948 0.1 -0.2 -0.2 0.5105
H 0.218958 0.549960 1.449255 0.1 0.0 0.1 -0.0228
Cl -0.336693 2.321650 2.895325 0.1 0.0 0.0 0.5069
Cl 1.430776 2.342827 0.512671 0.0 0.0 0.2 0.4952
C 0.038761 1.608626 1.323424 -0.3 0.0 -0.2 -1.0681
H -0.716527 -2.716202 -1.320584 0.0 0.0 0.0 0.0217
Cl 1.050681 -1.703224 -0.134539 -0.1 -0.2 -0.4 0.5010
H -0.824862 1.760619 0.687886 0.0 0.0 0.0 0.0000
```
Forces are in eV/Å.



No. 4
Below is a molecular structure, C2H2Cl3OP, with properties calculated with ωB97M-V/def2-TZVPD.

Computed properties:
HOMO-LUMO gap (spin up / spin down) (eV): 7.54 / 7.54
HOMO level (spin up / spin down) (hartree): -0.331 / -0.331
DFT total energy (eV): -51006.3565
ΔE to the lowest compared entry with this formula, charge and spin (kJ/mol): 496.2
Total charge: 0
Spin multiplicity: 1

Structure (XYZ):
```
9
Properties=species:S:1:pos:R:3:forces:R:3:lowdin_charge:R:1
Cl -1.143267 -1.831551 -1.877930 -0.6 0.3 0.7 0.5258
Cl -2.784241 -1.736555 0.617257 -0.6 -0.1 -0.8 0.5378
O -0.842728 -0.634015 2.975706 -0.6 0.6 1.8 -0.4954
P -0.424567 -1.056682 1.656504 1.3 0.6 -2.1 0.6774
Cl -3.232027 0.252433 -1.557251 1.1 -1.2 0.9 0.4621
C -2.046982 -0.869785 -0.713334 1.4 2.8 0.2 -1.5396
H 0.466793 0.531924 -0.038437 -0.1 -0.2 -0.8 0.0079
C -0.479054 0.463461 0.483530 -0.7 -3.9 -0.2 -0.1792
H -0.833952 1.399356 0.795927 -1.2 1.1 0.2 0.0033
```
Forces are in eV/Å.